Entry 1:
ORCA calculation (the ωB97M-V functional and the def2-TZVPD basis) on 2 unconnected molecules or ions with the total composition C5H11O3 at a distorted geometry.

Calculated values
- charge = -1
- HOMO level (eV) = -4.4
- E_LUMO (eV) = 3.78

XYZ file:
```
19
Properties=species:S:1:pos:R:3:forces:R:3
C 0.9524 1.5231 2.5000 0.4265 2.1165 -0.2432
C 1.3350 1.6102 0.9906 0.9086 0.5308 2.7302
O 0.8336 0.8533 0.1695 -1.2082 -1.3146 -2.0047
O 2.2420 2.4375 0.8645 0.7318 0.7072 -1.4773
H 1.4280 2.5327 2.7936 -0.5840 -1.9995 0.5625
H 1.3948 0.6181 2.9303 -0.1380 0.3622 0.1983
H -0.1108 1.6258 2.6975 -0.2768 -0.5160 -0.0066
C -1.0251 -1.7729 -1.4612 -1.0215 -0.2314 3.9434
C -2.3250 -2.1581 -0.6593 -0.1722 -2.0749 -1.5325
C -1.4709 -0.4699 -1.9664 11.0754 3.3973 4.8176
O 0.0207 -1.6353 -0.4091 -0.3644 2.1434 -1.6637
H -0.8535 -2.6742 -2.0161 0.8670 0.1566 -1.1443
H -2.1956 -1.8669 0.3886 -0.5017 -0.0365 -0.3866
H -2.1586 -0.3542 -2.6154 -5.4254 0.7238 -3.7956
H -1.3101 0.0439 -0.8948 -2.0060 -0.0200 -2.4805
H -0.4663 0.1481 -2.4071 -2.3916 -1.5853 0.4563
H 0.2902 -0.5806 -0.2501 -0.4657 -2.6917 -0.2302
H -2.3123 -3.2520 -0.8330 -0.4223 0.0369 1.2146
H -3.2741 -1.8799 -1.2157 0.9684 0.2954 1.0424
```
Forces are in eV/Å.

Results of the natural (NBO) charge analysis, in e, for atoms 1 through 5: C -0.7614; C 0.7948; O -0.8018; O -0.7645; H 0.2221

---

Entry 2:
ORCA calculation (the ωB97M-V functional and the def2-TZVPD basis) on a molecular structure, C36H46N3O8RuS3Si3 at a distorted geometry.

Calculated values
- expectation value of S² = 0.76
- charge = -2
- HOMO level (spin up / spin down) (eV) = -3.5 / -3.2
- multiplicity = 2
- E_LUMO (spin up / spin down) (eV) = 4.24 / 4.21

XYZ file:
```
100
Properties=species:S:1:pos:R:3:forces:R:3
Ru 0.6462 0.0022 -0.0151 0.0991 1.3977 0.4385
C -3.5064 0.0098 0.4251 -0.0206 0.0409 0.0019
Si -2.4200 1.5354 0.1539 -0.0998 0.0072 0.0761
C -2.6709 1.9863 -1.6503 -0.0255 0.0081 0.0348
C -3.4025 2.9660 0.9637 0.0546 0.0148 0.0178
C -0.6956 1.4306 0.9680 0.1241 -0.1060 -0.2947
Si 0.2050 3.0842 1.0681 -0.1750 0.0220 0.0513
C 1.9525 3.0153 1.7855 -0.0126 0.0076 -0.0368
C -0.6406 4.2798 2.2926 -0.0044 -0.0110 -0.0251
C 0.2505 4.0263 -0.5529 0.0248 -0.0007 0.0450
Si -0.9241 0.6899 2.6570 -0.0786 0.0991 0.0415
C -2.5034 1.0966 3.6334 0.0090 -0.0304 -0.0276
C 0.3313 1.0305 4.0258 -0.0144 -0.0555 -0.0454
C -1.0124 -1.1551 2.2084 0.0916 0.0325 0.0145
C -1.5825 -2.1718 2.9624 -0.0263 0.0009 0.0055
C -1.5933 -3.4722 2.4843 0.0058 0.0216 0.0064
C -1.0202 -3.7330 1.2525 0.0091 0.0075 -0.0258
C -0.4638 -2.6855 0.5404 -0.0375 -0.0117 -0.0134
N -0.4777 -1.4342 1.0027 -0.1599 -0.2213 -0.0662
H -4.5450 0.3364 0.2970 -0.0028 -0.0160 0.0001
H -3.4280 -0.4509 1.4086 -0.0217 0.0041 0.0625
H -3.2976 -0.7563 -0.3212 -0.0083 0.0640 0.0365
H -3.7284 2.2692 -1.7234 0.0059 0.0167 -0.0492
H -2.4797 1.1531 -2.3203 -0.0223 0.0149 0.0608
H -2.0561 2.8271 -1.9690 -0.0204 -0.0016 -0.0175
H -4.4547 2.8468 0.6840 0.0148 -0.0283 -0.0128
H -3.0697 3.9275 0.5618 -0.0190 -0.0205 -0.0125
H -3.3465 3.0186 2.0499 -0.0022 0.0252 -0.0007
H 1.9388 3.3282 2.8333 0.0333 -0.0183 -0.0078
H 2.5777 3.7283 1.2392 -0.0327 0.0413 0.0333
H 2.4382 2.0458 1.7234 -0.0041 -0.0485 -0.0159
H -0.7090 3.8547 3.2978 -0.0071 -0.0120 0.0096
H -1.6395 4.5880 1.9888 0.0178 0.0137 0.0062
H -0.0183 5.1788 2.3653 0.0226 -0.0216 -0.0038
H 0.7190 3.4446 -1.3465 -0.0050 -0.0221 0.0012
H 0.8154 4.9519 -0.3949 -0.0101 0.0054 -0.0342
H -0.7585 4.2966 -0.8760 0.0265 0.0001 -0.0073
H -2.4467 2.1340 3.9759 -0.0064 -0.0134 0.0061
H -2.5327 0.4662 4.5291 0.0142 -0.0042 -0.0101
H -3.4384 0.9707 3.0927 -0.0171 -0.0287 -0.0282
H 0.1825 2.0439 4.4075 -0.0290 0.0062 0.0102
H 1.3738 0.9141 3.7499 -0.0100 0.0304 0.0130
H 0.1138 0.3385 4.8468 0.0284 0.0075 0.0046
H -2.0247 -1.9296 3.9213 0.0104 -0.0125 0.0030
H -2.0392 -4.2706 3.0656 -0.0034 0.0004 0.0000
H -0.9999 -4.7257 0.8257 -0.0086 -0.0018 0.0081
H -0.0157 -2.8405 -0.4327 0.0018 0.0078 -0.0139
O 1.1978 -0.6431 -2.9727 -0.0703 0.2449 -0.0333
S 0.5013 0.6049 -3.2356 0.0656 -0.2708 -0.1076
O 1.2186 1.5425 -4.0753 0.0592 0.1646 0.0711
O -0.0279 1.2377 -2.0081 0.2350 -0.5174 0.2223
C -0.9193 0.1385 -4.2551 0.0047 0.0035 -0.0126
C -1.0979 0.8854 -5.4165 0.0235 -0.0233 -0.0261
C -2.0923 0.5696 -6.3280 -0.0145 -0.0318 0.0153
C -2.9254 -0.5127 -6.0871 0.0166 0.0231 -0.0063
C -2.7692 -1.2482 -4.9242 -0.0408 0.0105 0.0089
C -1.7794 -0.9325 -3.9993 -0.0492 0.0376 -0.0052
S -1.7789 -1.9160 -2.4914 0.0513 -0.0477 -0.1687
O -0.8791 -3.0328 -2.7109 -0.0148 0.0335 0.0628
O -3.1721 -2.3028 -2.3261 -0.0314 -0.0103 0.0103
O -1.3407 -0.9722 -1.4630 0.1606 -0.2847 -0.0391
H -0.4199 1.7077 -5.5958 -0.0063 -0.0028 0.0168
H -2.2094 1.1668 -7.2250 -0.0033 0.0002 -0.0019
H -3.7054 -0.7759 -6.7923 -0.0012 0.0014 -0.0014
H -3.4370 -2.0672 -4.6926 0.0120 0.0017 0.0127
C 7.1738 0.1349 3.3918 0.0366 -0.0002 -0.0166
C 6.5822 1.3491 2.7193 0.0164 -0.0020 -0.0346
C 6.4794 2.5191 3.4592 -0.0237 0.0037 -0.0159
C 5.8892 3.6477 2.9111 -0.0013 -0.0057 0.0111
C 5.4162 3.5990 1.6192 0.0460 -0.0001 -0.0410
C 5.4999 2.4299 0.8534 0.0976 0.1971 -0.0349
N 4.9071 2.5425 -0.4305 -0.2218 -0.1930 -0.0370
C 5.1454 1.6652 -1.5214 0.0774 0.1783 0.0810
C 6.3045 1.8332 -2.2752 -0.0107 -0.0210 0.0441
C 6.5550 1.0108 -3.3601 -0.0202 -0.0370 -0.0068
C 5.6359 0.0285 -3.7159 0.0293 0.0003 -0.0510
C 4.4811 -0.1421 -2.9716 0.0007 0.0035 0.0550
C 4.2397 0.6658 -1.8664 -0.0590 0.2794 0.0182
C 3.0420 0.3714 -1.0158 0.2978 -0.9100 0.1938
O 2.2300 1.2948 -0.6936 -0.2409 -0.0104 0.0446
O 2.8882 -0.8098 -0.6397 -0.4192 0.1913 -0.6202
C 6.0975 1.2820 1.3978 -0.0152 -0.0684 0.0790
C 6.1503 -0.0372 0.6644 0.0314 0.0083 -0.0086
H 7.4079 0.3627 4.4322 0.0040 0.0006 -0.0037
H 8.0958 -0.1947 2.9046 -0.0105 0.0008 -0.0118
H 6.4742 -0.7011 3.3781 -0.0369 -0.0129 0.0046
H 6.8441 2.5334 4.4800 0.0017 0.0057 -0.0009
H 5.7980 4.5596 3.4891 -0.0010 -0.0052 0.0044
H 4.9599 4.4688 1.1623 0.0115 -0.0052 0.0037
H 3.9211 2.7686 -0.3560 -0.0183 -0.0749 0.0360
H 6.9964 2.6167 -1.9894 -0.0022 -0.0035 -0.0056
H 7.4586 1.1467 -3.9433 0.0024 -0.0010 0.0060
H 5.8183 -0.6011 -4.5783 0.0026 0.0063 -0.0017
H 3.7439 -0.8933 -3.2220 -0.0118 -0.0132 0.0033
H 6.4852 0.0690 -0.3648 0.0226 -0.0247 0.0431
H 5.1666 -0.5144 0.6401 -0.0014 0.0210 -0.0036
H 6.8305 -0.7259 1.1586 -0.0163 -0.0199 0.0187
S 3.4939 -1.5782 3.3157 0.0384 -0.0445 0.0534
C 2.4581 -0.8548 2.3042 -0.0331 0.1432 0.1108
N 1.6846 -0.2832 1.6396 0.3217 -0.1306 -0.1743
```
Forces are in eV/Å.

Results of the Mulliken charge analysis, in e, for atoms 1 through 5: Ru -0.6620; C -0.8703; Si 1.0063; C -0.8360; C -1.4413

---

The highest charge belongs to which entry?
C5H11O3